{"formula": "C48H72O24", "method": "ωB97M-V with the def2-TZVPD basis set", "de_lowest_kcal_mol": 113.20, "gap_ev": 9.5, "smiles": "O=C1CCCO1.O=C1CCCO1.O=C1CCCO1.O=C1CCCO1.O=C1CCCO1.O=C1CCCO1.O=C1CCCO1.O=C1CCCO1.O=C1CCCO1.O=C1CCCO1.O=C1CCCO1.O=C1CCCO1", "total_energy_ev": -100082.5538, "max_force_ev_per_a": 5.8, "lumo_energy_ev": -0.347, "homo_energy_ev": -9.85, "spin_multiplicity": 1, "elements": ["O", "C", "C", "C", "C", "O", "H", "H", "H", "H", "H", "H", "O", "C", "C", "C", "C", "O", "H", "H", "H", "H", "H", "H", "O", "C", "C", "C", "C", "O", "H", "H", "H", "H", "H", "H", "O", "C", "C", "C", "C", "O", "H", "H", "H", "H", "H", "H", "O", "C", "C", "C", "C", "O", "H", "H", "H", "H", "H", "H", "O", "C", "C", "C", "C", "O", "H", "H", "H", "H", "H", "H", "O", "C", "C", "C", "C", "O", "H", "H", "H", "H", "H", "H", "O", "C", "C", "C", "C", "O", "H", "H", "H", "H", "H", "H", "O", "C", "C", "C", "C", "O", "H", "H", "H", "H", "H", "H", "O", "C", "C", "C", "C", "O", "H", "H", "H", "H", "H", "H", "O", "C", "C", "C", "C", "O", "H", "H", "H", "H", "H", "H", "O", "C", "C", "C", "C", "O", "H", "H", "H", "H", "H", "H"], "positions_angstrom": [[2.71589, -0.12250, -13.13356], [1.89574, -0.22317, -12.26805], [1.72387, -1.25490, -11.10311], [0.20507, -1.08661, -10.91350], [-0.13562, 0.27023, -11.25367], [0.83085, 0.60951, -12.24199], [2.02566, -2.26750, -11.37079], [2.18388, -0.66444, -10.31073], [-0.25840, -1.77318, -11.62196], [-0.22635, -1.38945, -9.95942], [-1.20078, 0.30703, -11.48212], [0.05396, 0.78801, -10.31343], [6.31516, -8.24562, -3.67479], [6.65019, -7.80427, -4.69191], [5.97291, -6.87145, -5.60707], [6.84013, -6.90343, -6.87587], [8.16277, -7.48950, -6.43680], [7.84594, -8.15745, -5.18987], [4.93182, -7.15846, -5.75495], [5.90971, -5.87152, -5.17783], [6.46650, -7.54799, -7.67150], [7.13296, -5.89349, -7.16291], [8.39984, -8.30071, -7.12516], [9.03047, -6.84007, -6.32085], [2.55180, -8.74232, -7.06897], [3.47076, -9.47496, -7.36324], [4.24335, -9.55461, -8.66216], [5.25778, -10.65327, -8.37778], [5.15554, -10.98763, -6.93558], [3.97508, -10.33155, -6.46803], [3.54853, -9.80260, -9.46455], [4.64882, -8.56246, -8.86051], [4.90684, -11.48252, -8.99202], [6.25910, -10.31638, -8.64606], [5.13045, -12.05681, -6.72504], [6.01049, -10.59620, -6.38426], [3.44806, -0.79138, -7.94409], [4.62781, -0.97617, -7.73443], [5.72886, -0.19356, -8.36064], [7.00932, -1.03543, -8.07226], [6.51750, -1.75950, -6.77729], [5.13237, -1.95359, -7.01236], [5.61445, 0.05445, -9.41586], [5.90623, 0.73235, -7.81354], [7.25958, -1.74255, -8.86311], [7.92052, -0.48967, -7.82741], [6.94893, -2.73579, -6.55634], [6.69645, -1.09897, -5.92889], [3.79048, -12.44365, -12.08302], [4.06696, -11.47110, -12.81006], [4.66185, -10.17774, -12.36783], [4.51104, -9.29594, -13.59863], [4.28916, -10.30014, -14.73692], [3.84555, -11.48761, -14.10931], [4.02070, -9.86150, -11.54502], [5.71104, -10.34606, -12.12497], [3.70280, -8.59271, -13.39786], [5.40532, -8.71734, -13.83013], [3.47570, -9.94336, -15.36866], [5.13574, -10.63201, -15.33797], [7.64451, -4.96553, -12.47338], [7.75650, -5.25089, -13.66175], [9.05940, -5.05959, -14.40471], [8.65268, -5.48432, -15.77992], [7.30744, -6.23876, -15.64313], [6.81586, -5.68763, -14.44024], [9.41222, -4.02827, -14.40497], [9.79827, -5.71705, -13.94654], [8.46863, -4.60320, -16.39463], [9.48158, -6.09973, -16.12961], [6.74497, -5.93920, -16.52744], [7.40273, -7.32377, -15.60108], [12.19108, -4.71899, -6.52412], [11.15213, -4.74829, -7.21431], [10.20246, -3.58846, -7.32576], [9.53416, -3.93489, -8.65703], [9.76955, -5.44998, -8.93634], [10.89067, -5.70271, -8.02950], [9.61822, -3.69790, -6.41209], [10.78193, -2.66872, -7.24588], [8.44588, -3.90055, -8.60642], [9.91321, -3.31100, -9.46646], [8.89987, -6.00814, -8.58964], [9.95396, -5.71002, -9.97868], [0.93647, -4.26405, -10.16435], [-0.23798, -4.41528, -10.32342], [-1.24240, -5.01963, -9.35717], [-2.62107, -4.58373, -9.90158], [-2.29862, -4.37095, -11.34372], [-0.89330, -4.08424, -11.40872], [-0.92088, -6.06110, -9.34965], [-1.09357, -4.72544, -8.31822], [-3.41349, -5.31594, -9.74653], [-2.90597, -3.66840, -9.38283], [-2.47579, -5.33943, -11.81143], [-2.89767, -3.55550, -11.74905], [3.95465, -7.33890, -10.77799], [4.36656, -6.15332, -10.64596], [4.05655, -4.89176, -11.48806], [4.44577, -3.82231, -10.60638], [5.71669, -4.34879, -9.94979], [5.35192, -5.72876, -9.73611], [4.81787, -5.00662, -12.25962], [3.08189, -4.93631, -11.97401], [4.72485, -2.92044, -11.15121], [3.73156, -3.57412, -9.82126], [6.63775, -4.16527, -10.50302], [5.90770, -3.92867, -8.96231], [-0.63844, -5.20901, -6.13451], [0.53222, -4.92485, -6.18719], [1.72869, -5.86006, -6.52481], [2.80055, -4.83481, -6.76932], [2.30671, -3.61660, -6.05497], [0.84871, -3.62143, -6.22992], [2.03774, -6.52657, -5.71960], [1.52277, -6.33776, -7.48268], [3.79654, -5.09678, -6.41228], [2.96274, -4.74200, -7.84318], [2.58474, -3.60596, -5.00108], [2.76836, -2.73476, -6.49919], [1.06337, -8.19997, -14.80707], [1.78132, -7.22173, -14.70867], [1.46721, -6.00873, -13.79734], [2.36084, -4.97153, -14.59618], [3.48008, -5.79030, -15.04588], [2.91623, -6.94891, -15.46068], [0.40154, -5.78938, -13.86310], [1.75989, -6.15508, -12.75762], [1.77334, -4.68196, -15.46744], [2.65088, -4.06186, -14.07037], [4.04934, -5.32003, -15.84768], [4.26982, -6.01793, -14.32992], [10.81509, -0.04563, -9.82412], [10.23885, -0.61767, -10.77207], [10.88302, -1.25337, -11.92862], [9.74087, -2.00104, -12.51065], [8.48552, -1.17499, -12.13146], [8.86271, -0.61107, -10.91531], [11.27404, -0.45421, -12.55834], [11.74606, -1.87958, -11.70254], [9.81211, -2.09113, -13.59458], [9.48458, -2.99344, -12.13977], [8.31947, -0.48320, -12.95726], [7.65778, -1.88055, -12.05976]], "forces_ev_per_a": [[0.357, -0.097, 0.373], [-0.762, -1.256, 0.025], [-1.110, 2.313, -1.036], [-0.007, -4.022, 0.055], [0.622, 0.584, 1.326], [-0.726, 1.322, -0.730], [0.371, 0.374, 0.537], [0.751, -0.983, 0.596], [-0.072, -0.081, -0.204], [0.426, 0.029, 0.287], [0.324, 0.756, -0.854], [-0.080, 1.129, -0.297], [-1.673, -1.142, 3.301], [1.388, 0.474, -1.686], [-0.639, 0.717, -1.247], [0.439, 1.044, 0.258], [-0.455, -2.012, 0.709], [1.524, 0.079, -0.690], [0.057, -0.234, -0.102], [0.243, 0.001, 0.181], [-0.388, 0.648, -0.073], [-0.919, 0.090, -0.805], [0.579, 0.129, -0.011], [-0.224, 0.148, 0.189], [0.676, -0.543, -0.419], [-0.802, 0.840, 0.209], [-0.356, 0.288, 0.800], [-0.105, 0.072, -2.012], [0.381, 0.147, 0.925], [-0.074, -0.463, 0.701], [0.098, 0.142, 0.065], [0.000, -0.123, -0.121], [0.697, -0.260, -0.056], [0.021, -0.429, -0.189], [-0.408, 0.084, 0.002], [-0.047, 0.144, 0.235], [0.785, -0.581, 0.617], [-1.489, 1.178, -1.907], [2.469, 0.334, 0.000], [-0.423, -0.599, 0.952], [0.976, 0.267, -1.067], [-0.674, -1.061, 1.412], [-0.418, -0.121, 0.190], [-0.509, 0.259, -0.022], [-0.187, -0.026, -0.043], [-0.175, 0.292, -0.307], [0.050, 0.064, -0.166], [-0.292, -0.044, 0.202], [0.716, 2.482, -1.778], [-0.682, -3.318, 2.455], [-0.202, 0.094, -0.339], [0.914, 0.273, 0.009], [-0.996, 0.496, -0.156], [-0.617, -0.807, -0.277], [0.706, 0.271, 0.191], [-0.160, 0.026, 0.518], [-0.142, -0.177, -0.577], [0.011, 0.195, 0.255], [0.161, -0.150, -0.285], [0.300, 0.707, 0.032], [-0.772, -0.579, -1.505], [2.187, 2.045, 2.982], [-0.678, -0.301, 0.107], [0.887, -0.731, -0.856], [1.845, 0.783, -1.149], [-2.478, -0.902, 0.205], [-0.124, -0.195, 0.461], [0.101, 0.135, 0.002], [0.319, -0.203, -0.229], [-0.393, 0.061, -0.900], [-0.714, -0.243, 0.528], [-0.144, 0.065, 0.288], [-2.779, -0.570, -1.378], [4.442, 2.542, 2.698], [0.233, -1.160, -0.102], [-1.380, -0.107, -0.448], [0.378, 1.500, 1.727], [-0.642, -3.061, -2.289], [-0.634, 0.313, -0.190], [-0.253, -0.039, -0.298], [-0.072, 0.856, -0.168], [-0.125, 0.008, 0.045], [0.206, -0.244, -0.009], [0.559, 0.013, 0.284], [0.866, 0.049, -0.371], [-1.099, -0.345, 2.069], [0.402, 0.211, 0.673], [0.773, -0.565, 1.349], [-0.452, -0.489, 0.152], [-0.284, 0.895, -2.207], [-0.806, -0.492, -0.184], [0.164, 0.250, -0.177], [0.082, 0.037, -0.067], [-0.012, 0.053, -0.084], [0.034, 0.305, -0.731], [0.428, -0.141, -0.503], [1.807, 4.694, 0.840], [-0.318, -2.182, -0.442], [-0.372, -3.176, -0.790], [1.255, 2.923, 1.048], [-0.993, -0.028, 0.781], [-0.403, -1.860, -0.835], [0.096, 0.153, -0.457], [0.086, 0.287, 0.522], [-0.381, 0.282, 0.001], [-0.264, -0.029, -0.199], [-0.155, -0.775, -0.514], [-0.331, 0.019, 0.167], [0.353, -0.602, 0.352], [-1.706, -0.839, -1.187], [-0.292, 1.063, 0.298], [1.286, -0.383, -0.239], [0.413, 1.411, -0.875], [2.280, -0.165, 0.773], [-0.664, -0.290, -0.215], [-0.360, -0.607, 0.588], [-0.039, -0.215, 0.317], [-0.342, 0.681, -0.081], [-0.372, -0.229, 0.179], [-0.655, 0.246, 0.054], [2.047, 1.319, -0.379], [-1.714, -0.607, 0.584], [1.168, 0.558, -1.742], [-1.870, 0.968, 1.709], [2.630, 1.429, 0.056], [-2.088, -3.609, -0.584], [0.148, -0.094, 0.116], [0.050, -0.207, -0.121], [0.043, 0.162, -0.067], [-0.090, -0.073, 0.131], [-0.259, -0.051, -0.465], [-0.193, 0.131, 0.692], [-2.272, -1.973, -2.700], [1.295, 2.876, 3.784], [0.554, -0.781, -0.181], [-1.641, -0.640, -1.752], [1.225, -1.431, -1.770], [0.762, 0.794, 1.267], [-0.221, 0.079, -0.238], [-0.103, 0.156, 0.453], [-0.003, -0.037, -0.046], [0.969, -0.204, 0.340], [-0.379, 0.675, 0.534], [-0.275, 0.458, 0.414]], "lowdin_charge": [0.108, -0.464, -0.023, -0.213, -0.188, 0.037, 0.102, 0.118, 0.107, 0.131, 0.138, 0.132, 0.174, -0.554, -0.056, -0.138, -0.144, 0.033, 0.120, 0.129, 0.107, 0.095, 0.124, 0.118, 0.100, -0.466, -0.077, -0.151, -0.152, 0.047, 0.116, 0.095, 0.120, 0.116, 0.131, 0.119, 0.109, -0.509, -0.051, -0.124, -0.138, 0.020, 0.130, 0.134, 0.082, 0.117, 0.114, 0.131, 0.066, -0.478, -0.073, -0.135, -0.133, 0.048, 0.102, 0.139, 0.097, 0.106, 0.121, 0.129, 0.082, -0.478, -0.080, -0.147, -0.122, 0.046, 0.105, 0.138, 0.122, 0.122, 0.128, 0.131, 0.072, -0.531, -0.055, -0.126, -0.071, 0.050, 0.126, 0.134, 0.080, 0.106, 0.094, 0.128, 0.114, -0.521, -0.048, -0.137, -0.148, 0.020, 0.141, 0.100, 0.122, 0.120, 0.132, 0.133, 0.062, -0.310, -0.096, -0.174, -0.153, -0.009, 0.120, 0.093, 0.128, 0.115, 0.096, 0.104, 0.088, -0.474, -0.056, -0.179, -0.130, 0.048, 0.123, 0.119, 0.099, 0.104, 0.132, 0.095, 0.114, -0.416, -0.024, -0.138, -0.269, 0.018, 0.120, 0.103, 0.128, 0.116, 0.133, 0.108, 0.083, -0.425, -0.088, -0.173, -0.165, 0.014, 0.146, 0.140, 0.106, 0.099, 0.130, 0.119]}